Molecular formula: C3H15NO4
Method: DFT, ωB97M-V with the def2-TZVPD basis set

Geometry as XYZ:
```
23
Properties=species:S:1:pos:R:3
C -1.515 -0.667 -1.406
N -0.440 0.218 -1.011
C 0.927 0.088 -1.481
O 1.721 -0.856 -0.787
C -2.818 -0.106 -0.757
H -1.344 -1.681 -1.013
H -1.603 -0.679 -2.491
H -0.359 0.340 -0.002
H 1.381 1.074 -1.339
H 0.886 -0.347 -2.480
H 1.710 -0.716 0.166
H -3.572 -0.889 -0.838
H -3.029 0.822 -1.270
H -2.567 -0.020 0.299
H -1.987 0.468 2.439
H -0.901 1.048 3.343
O -1.068 0.360 2.694
H 4.589 -3.178 2.005
H 4.761 -4.037 3.226
O 4.095 -3.508 2.768
H 0.044 3.560 -1.155
H 0.325 4.618 -0.120
O 0.761 4.087 -0.791
```

For the calculated total energy, the calculation gives -478.97576 Ha. The value obtained for the largest force on an atom is 2.19 eV/Å. The value obtained for the orbital gap is 9.29 eV. The calculation puts the LUMO energy at 0.50 eV.